[1]
Molecular formula: C26H30Br2N4O8PRb
Method: DFT, the ωB97M-V functional and the def2-TZVPD basis

Geometry as XYZ:
```
72
C26H30Br2N4O8PRb (the ωB97M-V functional and the def2-TZVPD basis)
Rb -0.77682 -0.04694 -0.06708
O 1.19929 2.95458 2.02754
C 0.05306 2.62794 2.80363
C -1.22443 3.26953 2.29520
N -1.65490 2.75833 0.99416
C -1.33861 3.67533 -0.09174
C -1.20830 3.04820 -1.49429
O -0.47831 3.68233 -2.30384
O -1.82380 1.98828 -1.74721
C -3.06379 2.38028 1.03262
C -3.36149 1.21234 2.00715
O -4.51940 1.18541 2.47371
O -2.42561 0.39724 2.20477
H 1.21034 2.38360 1.23859
H 0.25214 2.98468 3.81947
H -0.10420 1.54640 2.84502
H -1.09198 4.36242 2.26326
H -2.00386 3.06413 3.03435
H -0.38736 4.15428 0.13327
H -2.08764 4.48728 -0.17226
H -3.35996 2.06586 0.03031
H -3.69952 3.23600 1.31536
O -0.35556 -7.50982 2.76242
C 0.60177 -6.98051 2.16665
O 1.76331 -7.39848 1.98263
C 0.30688 -5.58689 1.55424
C -0.93576 -4.98622 1.67234
C -1.15353 -3.73623 1.09627
N -0.20737 -3.07763 0.42980
C 0.98855 -3.65447 0.31257
C 1.28685 -4.89773 0.85353
C 2.00849 -2.88905 -0.45953
C 3.36739 -2.99668 -0.15725
C 4.28329 -2.29533 -0.91869
C 3.82365 -1.50412 -1.96088
C 2.45519 -1.44215 -2.17321
N 1.56544 -2.10978 -1.44871
C -2.47188 -3.04665 1.20981
C -3.18787 -3.08710 2.40173
C -4.36481 -2.36842 2.50019
C -4.80990 -1.65783 1.40057
C -4.04334 -1.69916 0.24844
N -2.89638 -2.36560 0.14254
H -1.71722 -5.51817 2.19856
H 2.25172 -5.37216 0.73422
H 3.68599 -3.61524 0.67024
H 5.34224 -2.36336 -0.69947
H 4.50234 -0.94538 -2.59316
H 2.04270 -0.83526 -2.97240
H -2.78985 -3.62954 3.24891
H -4.90608 -2.32413 3.43632
H -5.68394 -1.02657 1.45518
H -4.34948 -1.14072 -0.63135
Br 0.01594 1.47922 -6.01154
C -1.11384 1.13726 -4.46529
Br -0.83129 -0.61603 -3.72807
H -2.13904 1.20049 -4.80183
H -0.90319 1.87556 -3.69700
C 2.33418 2.33169 -2.94364
P 2.52805 2.47813 -1.16507
C 2.29111 4.22327 -0.81171
C 4.27152 2.14866 -0.80735
O 1.64927 1.55412 -0.38139
H 3.03409 2.98792 -3.46457
H 1.31048 2.64128 -3.16927
H 2.49625 1.30148 -3.25795
H 3.09105 4.81099 -1.26696
H 2.27914 4.37030 0.26924
H 1.32559 4.50534 -1.24042
H 4.93297 2.78005 -1.40239
H 4.47642 1.09778 -1.01274
H 4.44361 2.33537 0.25345
```

Summary:
Multiplicity: 1
LUMO energy (eV): 3.50
Energy above the lowest of the compared OMol25 structures with the same formula, charge and spin (kcal per mole): 0.00
HOMO-LUMO gap (eV): 6.83
HOMO energy (eV): -3.33
Charge: -2

Here are the Löwdin charges for atoms 1 to 5, given in e: 0.786, -0.106, -0.234, -0.179, -0.183


[2]
Molecular formula: C26H30BrCrN4O3S
Method: DFT, the ωB97M-V functional and the def2-TZVPD basis

Geometry as XYZ:
```
66
C26H30BrCrN4O3S (the ωB97M-V functional and the def2-TZVPD basis)
Cr -0.20676 0.28562 0.16903
C 1.81595 2.21932 3.66771
C 0.94933 1.68271 2.57695
N 1.13311 0.57477 1.94893
N 2.25658 -0.16423 2.25043
C 2.21459 -1.51757 2.26715
N 3.44613 -2.09701 2.20886
S 0.81332 -2.38778 2.39532
C -0.22887 2.42338 2.08030
C -0.47530 3.72746 2.37377
C -1.53770 4.49703 1.76144
C -2.00734 4.28562 0.52148
C -1.39883 3.27039 -0.39914
N -0.98134 1.59788 1.31246
H 2.44553 1.44792 4.10517
H 1.19185 2.63818 4.45573
H 2.44893 3.02372 3.28743
H 3.14467 0.31193 2.27340
H 4.14895 -1.64370 1.64181
H 3.42082 -3.09979 2.12157
H 0.13126 4.20978 3.13006
H -1.95134 5.31582 2.34142
H -2.82949 4.89462 0.16059
H -1.76714 3.38707 -1.41658
C 1.18846 1.80153 -2.10113
O 1.27189 1.59669 -0.69026
H 0.91499 0.87700 -2.61534
H 2.14548 2.15899 -2.48408
H 0.42595 2.55329 -2.28950
H 2.01489 0.94382 -0.55623
C -3.80265 1.77128 -1.15132
C -2.97530 1.13960 -0.03254
C -3.80443 1.19330 1.25595
C -1.62014 1.86008 0.14667
C -2.58354 -0.30756 -0.37353
C -2.55041 -0.76527 -1.69903
C -2.25930 -2.08690 -1.99331
C -1.96109 -2.99099 -0.98297
C -1.92030 -2.54698 0.32474
C -2.22221 -1.22247 0.63042
H -4.11455 2.77305 -0.85288
H -4.70107 1.18055 -1.34008
H -3.25382 1.86342 -2.08820
H -4.15704 2.21307 1.42036
H -3.21073 0.91194 2.12335
H -4.67070 0.53109 1.18601
H -0.31658 3.42707 -0.40756
H -2.79507 -0.09427 -2.50958
H -2.27186 -2.41347 -3.02629
H -1.74190 -4.02478 -1.21625
H -1.65233 -3.22410 1.12411
H -2.24072 -0.92637 1.67190
Br 5.24719 -2.16558 -1.05925
C 3.72944 -3.08649 -1.74205
C 4.02240 -4.29018 -2.37100
C 3.01223 -5.04690 -2.93785
C 1.70118 -4.60045 -2.87559
C 1.41834 -3.40897 -2.23543
C 2.41496 -2.62565 -1.65187
C 1.97799 -1.33919 -0.99054
O 2.83424 -0.51694 -0.62095
O 0.71644 -1.16521 -0.89669
H 5.04921 -4.62457 -2.41624
H 3.25553 -5.98027 -3.42863
H 0.90267 -5.17977 -3.32052
H 0.40537 -3.04560 -2.16207
```

Summary:
Multiplicity: 2
LUMO energy (spin up / spin down) (eV): 0.19 / 0.20
Energy above the lowest of the compared OMol25 structures with the same formula, charge and spin (kcal per mole): 8.29
HOMO-LUMO gap (spin up / spin down) (eV): 7.19 / 6.79
HOMO energy (spin up / spin down) (eV): -7.00 / -6.58
Charge: 0

Here are the natural (NBO) charges for atoms 1 to 5, given in e: 1.117, -0.688, 0.313, -0.278, -0.462


[3]
Molecular formula: C26H30F3N3O3OsS
Method: DFT, the ωB97M-V functional and the def2-TZVPD basis

Geometry as XYZ:
```
67
C26H30F3N3O3OsS (the ωB97M-V functional and the def2-TZVPD basis)
Os 0.23702 -0.04811 -0.86042
C -2.86375 0.18442 -0.68293
N -1.78941 -0.08226 -1.68028
C -1.94813 0.90782 -2.77158
C -1.97151 -1.45700 -2.20577
C -3.09859 -1.77741 -2.94090
C -3.26264 -3.04315 -3.48175
C -2.25581 -3.97923 -3.29212
C -1.13821 -3.68375 -2.53592
C -0.98279 -2.42470 -1.92181
N 0.06345 -2.02399 -1.14430
C 1.02345 -2.78300 -0.53391
C 0.97681 -4.17138 -0.31854
C 2.03716 -4.84163 0.26163
C 3.18061 -4.16643 0.66360
C 3.21208 -2.78564 0.53879
C 2.14734 -2.09997 -0.01530
N 2.13750 -0.61696 -0.00690
C 3.29106 -0.06585 -0.75520
C 2.26162 -0.14851 1.40149
H -3.83178 0.23365 -1.18637
H -2.66506 1.11872 -0.16747
H -2.88263 -0.62519 0.04164
H -2.94117 0.83985 -3.22040
H -1.19213 0.73851 -3.53120
H -1.82116 1.90636 -2.35130
H -3.86663 -1.03196 -3.10657
H -4.14688 -3.28313 -4.05564
H -2.33788 -4.95796 -3.74879
H -0.35469 -4.41847 -2.43839
H 0.08023 -4.71496 -0.57155
H 1.96124 -5.91093 0.41616
H 4.01626 -4.69647 1.09936
H 4.07566 -2.24094 0.90072
H 4.22898 -0.32326 -0.25632
H 3.18737 1.01704 -0.80157
H 3.28898 -0.47456 -1.76223
H 3.23240 -0.43614 1.80908
H 1.47743 -0.59972 1.99886
H 2.15945 0.93290 1.41390
C 0.96174 0.05464 -2.55101
H 1.24862 1.01339 -3.01544
H 1.16842 -0.79389 -3.22403
F -2.39659 -0.83588 4.01063
C -1.75935 0.02425 3.22148
F -0.87733 0.70231 3.98654
F -2.67558 0.92259 2.78919
C -1.02345 -0.66269 2.03582
O -0.85949 -1.86282 2.07090
O -0.65378 0.19088 1.16095
C -0.41497 4.50198 -0.69695
S -0.52304 2.91729 0.13388
O 0.61735 2.13562 -0.48926
C 0.02630 3.45952 1.73670
C 1.38178 3.58382 1.99496
C 1.78626 4.00404 3.25206
C 0.83964 4.30120 4.22437
C -0.51410 4.17668 3.94811
C -0.92945 3.74567 2.69708
H 0.60410 4.87841 -0.62205
H -1.11790 5.18835 -0.22618
H -0.68681 4.33439 -1.73788
H 2.09911 3.34415 1.22058
H 2.84109 4.09816 3.47462
H 1.16054 4.62283 5.20644
H -1.24758 4.38943 4.71404
H -1.98078 3.59907 2.48467
```

Summary:
Multiplicity: 1
LUMO energy (eV): 0.15
Energy above the lowest of the compared OMol25 structures with the same formula, charge and spin (kcal per mole): 12.21
HOMO-LUMO gap (eV): 6.22
HOMO energy (eV): -6.08
Charge: 0

Here are the natural (NBO) charges for atoms 1 to 5, given in e: 0.887, -0.407, -0.433, -0.389, 0.147


[4]
Molecular formula: C26H30NO6
Method: DFT, the ωB97M-V functional and the def2-TZVPD basis

Geometry as XYZ:
```
63
C26H30NO6 (the ωB97M-V functional and the def2-TZVPD basis)
C -5.47291 -0.80929 1.87812
C -5.10724 -1.40343 0.56237
O -3.68330 -1.20400 0.39762
C -3.27308 -1.71003 -0.77589
C -1.85420 -2.25638 -0.78850
C -1.69951 -3.13501 -1.99928
N -1.31211 -2.71905 0.34986
C -0.37423 -3.56990 0.60358
C 0.21886 -3.61126 1.92373
C 1.21913 -4.53282 2.31473
C 1.69817 -4.51593 3.62203
C 1.18405 -3.59815 4.55721
C 0.21365 -2.66261 4.15863
C -0.24321 -2.64919 2.84284
O -3.98026 -1.75170 -1.76917
H -6.53716 -0.95641 2.08101
H -4.91330 -1.27929 2.69174
H -5.26245 0.26194 1.87823
H -5.30549 -2.48758 0.55910
H -5.65012 -0.95420 -0.27839
H -2.25163 -2.72308 -2.84743
H -0.64599 -3.27750 -2.25481
H -2.13586 -4.13188 -1.82269
H -0.03466 -4.30072 -0.14843
H 1.60295 -5.23663 1.57434
H 2.46875 -5.22468 3.93144
H 1.52963 -3.61552 5.59228
H -0.19959 -1.94657 4.86972
H -0.96390 -1.90473 2.49773
C -2.10699 -0.05103 4.41540
C -2.80081 0.78104 3.37822
O -2.21544 0.46394 2.08556
C -2.79615 1.10274 1.04696
C -2.07782 0.95376 -0.23710
C -1.29790 -0.14514 -0.55109
C -0.21336 0.11155 -1.57327
C 0.72654 1.12674 -1.28234
C 1.78402 1.38234 -2.15773
C 1.91375 0.63469 -3.32958
C 0.98927 -0.36360 -3.62653
C -0.09451 -0.58922 -2.77025
C -2.06518 2.26322 -0.95709
O -2.23235 2.39729 -2.15583
O -1.86331 3.30461 -0.10929
C -1.81807 4.61642 -0.73687
C -1.46241 5.60244 0.34084
O -3.83411 1.73317 1.16039
H -2.39958 0.31662 5.40458
H -2.41733 -1.10201 4.33959
H -1.01693 0.00955 4.31309
H -3.87119 0.54980 3.33922
H -2.67851 1.85683 3.57800
H -0.96868 -0.66014 0.37238
H 0.61338 1.72468 -0.36901
H 2.48736 2.17773 -1.90948
H 2.75034 0.82542 -3.99346
H 1.08564 -0.97915 -4.52365
H -0.88405 -1.28569 -3.06136
H -1.07248 4.64045 -1.54525
H -2.79469 4.86389 -1.17704
H -1.41759 6.61469 -0.05992
H -2.20468 5.60174 1.14067
H -0.47991 5.38703 0.76283
```

Summary:
Multiplicity: 1
LUMO energy (eV): 2.93
HOMO-LUMO gap (eV): 6.19
HOMO energy (eV): -3.26
Charge: -1

Here are the natural (NBO) charges for atoms 1 to 5, given in e: -0.642, -0.064, -0.539, 0.796, -0.071